No. 1
{
  "formula": "C5H10NO4P",
  "method": "ωB97M-V with the def2-TZVPD basis set",
  "relative_energy_kcal_mol": 26.0,
  "total_charge": -2,
  "total_energy_ha": -893.6254,
  "gap_ev": 7.38,
  "symbols": ["C", "C", "C", "C", "C", "N", "O", "O", "O", "O", "P", "H", "H", "H", "H", "H", "H", "H", "H", "H", "H"],
  "xyz": [[-2.66750, -0.39312, 0.68414], [-3.11009, 0.28489, -0.58417], [1.66098, 0.64928, 0.64801], [1.88480, -1.37894, -0.86101], [2.52168, -0.36891, -0.11072], [-1.38850, -0.51743, 0.81802], [3.53684, 0.39360, -0.93633], [4.54504, 0.55037, 1.57756], [-3.51466, -0.77084, 1.48943], [5.20179, -1.43071, 0.07471], [4.23834, -0.36160, 0.39973], [-2.32093, 0.13959, -1.49454], [-3.43400, 1.27542, -0.47092], [-4.11152, -0.11228, -0.82793], [0.71722, 0.29940, 0.81438], [1.71139, 1.56869, 0.17361], [2.21964, 0.79494, 1.57986], [1.49023, -1.01922, -1.70680], [0.94678, -1.67510, -0.34508], [2.45794, -2.25131, -0.96352], [-1.04584, -0.78997, 1.73114]],
  "forces_ev_per_a": [[1.7, 0.0, 0.2], [0.5, -1.9, -3.0], [3.2, -1.5, 1.0], [-2.1, -2.6, 2.6], [1.7, 2.7, 1.9], [2.0, 0.8, -1.2], [1.1, -0.3, 0.6], [-0.2, -0.6, -1.1], [-2.8, -0.4, 1.5], [0.4, -0.9, -0.5], [-0.7, 1.9, 0.6], [-2.0, 0.5, 2.2], [0.5, 2.0, 0.5], [0.4, -0.7, -0.4], [-2.6, -0.7, 0.3], [-0.3, 1.8, -1.3], [-0.5, 0.2, 0.1], [-1.0, 1.4, -3.8], [0.4, 0.0, 0.2], [1.0, -1.2, -0.7], [-0.7, -0.4, 0.3]]
}



No. 2
{
  "formula": "C6H22NO5",
  "method": "ωB97M-V with the def2-TZVPD basis set",
  "relative_energy_kcal_mol": 74.1,
  "total_charge": 1,
  "total_energy_ha": -672.4191,
  "gap_ev": 8.95,
  "symbols": ["N", "H", "H", "H", "H", "C", "C", "O", "H", "H", "H", "H", "H", "H", "C", "C", "O", "O", "H", "H", "H", "H", "H", "H", "C", "C", "O", "O", "H", "H", "H", "H", "H", "H"],
  "xyz": [[-0.91528, -0.62199, 0.18391], [-0.75113, -1.54558, -0.19044], [-1.72266, -0.23735, -0.28544], [-0.14324, -0.01509, -0.05214], [-0.99855, -0.47374, 1.17950], [0.34568, -3.94119, -4.83575], [-0.83458, -4.24407, -3.97377], [-0.39722, -4.42781, -2.65541], [0.95989, -4.82618, -4.66952], [0.90079, -3.14161, -4.34523], [0.20882, -3.68315, -5.88588], [-1.24284, -5.14374, -4.43421], [-1.60820, -3.48121, -4.06136], [-1.05178, -4.98582, -2.22905], [0.47041, -0.72936, 5.65105], [1.22115, 0.64785, 5.55173], [2.07489, 0.70920, 4.35415], [-0.78021, -0.92054, 4.95156], [0.20865, -0.77391, 6.70822], [1.05259, -1.62537, 5.43579], [1.89454, 0.74732, 6.40305], [0.53936, 1.47594, 5.35803], [2.61115, 1.50301, 4.41652], [-1.19658, -1.73238, 5.25015], [-0.43502, 4.46544, -1.15053], [0.50030, 4.22980, -2.30730], [0.89198, 2.80914, -2.33630], [-1.68120, 3.81222, -1.10339], [-0.52749, 5.53933, -0.98833], [0.09018, 4.19065, -0.23579], [1.29847, 4.95835, -2.16504], [-0.10858, 4.40931, -3.19337], [1.56730, 2.70222, -3.01018], [-2.44168, 4.35036, -1.33509]],
  "forces_ev_per_a": [[0.2, 1.2, -0.5], [0.2, -0.7, 0.5], [-0.6, 0.3, -0.2], [0.7, 0.3, -0.6], [-0.3, -0.9, 0.8], [1.3, 0.3, 1.1], [-0.9, 0.1, -1.8], [-0.1, 0.0, 0.6], [0.4, 0.0, -0.7], [0.1, 0.3, -0.2], [-0.3, -0.3, 0.2], [-0.4, -0.4, 0.5], [-0.1, 0.2, 0.2], [0.1, -0.1, 0.2], [-0.4, 0.1, 1.0], [0.1, -1.1, -2.5], [-0.4, -0.7, 0.3], [0.4, 1.3, -0.9], [0.2, -0.1, 0.3], [0.8, 0.5, -0.1], [-0.5, 0.1, 0.3], [-0.4, -0.1, 1.1], [0.0, 0.1, 0.1], [0.2, 0.0, 0.2], [0.5, 0.6, 1.5], [-1.5, -1.4, -0.1], [-0.1, 1.4, 0.5], [-0.1, -0.9, -0.3], [-0.3, 0.3, -0.5], [0.1, -0.5, 0.1], [0.4, -0.4, -0.4], [0.5, 0.3, -0.4], [0.1, 0.0, -0.1], [0.4, 0.3, -0.2]]
}



No. 3
{
  "formula": "C14H16N2O2S",
  "method": "ωB97M-V with the def2-TZVPD basis set",
  "relative_energy_kcal_mol": 71.4,
  "total_energy_ha": -1201.1943,
  "gap_ev": 9.10,
  "smiles": "O=C=NCCCCCCSc1ccccc1N=C=O",
  "symbols": ["O", "C", "N", "C", "C", "C", "C", "C", "C", "S", "C", "C", "C", "C", "C", "C", "N", "C", "O", "H", "H", "H", "H", "H", "H", "H", "H", "H", "H", "H", "H", "H", "H", "H", "H"],
  "xyz": [[0.92404, -7.01810, 1.48068], [1.21425, -5.86596, 1.58152], [1.52349, -4.74480, 1.87538], [0.50923, -3.74522, 1.64048], [0.54281, -2.71629, 2.77798], [-0.71579, -1.75975, 2.86584], [-1.10777, -0.99877, 1.57833], [-0.18845, 0.21183, 1.55000], [-0.56259, 0.97203, 0.29812], [0.41445, 0.30454, -1.05731], [0.51256, 1.74508, -2.06785], [1.80356, 2.38292, -2.00412], [2.08951, 3.48010, -2.72625], [1.02455, 4.05602, -3.50409], [-0.32059, 3.57851, -3.42679], [-0.63068, 2.39424, -2.68901], [-1.90257, 1.82282, -2.49798], [-2.88038, 2.39151, -2.87658], [-3.94172, 2.96869, -3.03798], [0.70641, -3.26006, 0.66605], [-0.46414, -4.15989, 1.65622], [1.41581, -2.02955, 2.62381], [0.60155, -3.23631, 3.77173], [-0.46351, -0.98943, 3.57447], [-1.58736, -2.29188, 3.27587], [-2.18169, -0.64389, 1.56401], [-0.91820, -1.57080, 0.69109], [0.86440, -0.10475, 1.45163], [-0.30122, 0.85019, 2.36551], [-1.71257, 1.05164, 0.17410], [-0.16686, 1.98591, 0.47251], [2.44118, 2.10956, -1.16671], [3.15520, 3.75808, -2.66290], [1.29036, 4.88893, -4.13732], [-0.98728, 4.18288, -4.08045]],
  "forces_ev_per_a": [[0.7, 2.4, -0.3], [-0.5, -4.1, 0.7], [0.4, 0.2, -0.4], [0.4, 2.3, 0.4], [-0.4, 1.4, 0.2], [-0.4, -1.3, -0.5], [0.2, 0.3, 1.8], [-0.4, -1.3, -2.5], [-0.5, 1.7, 0.5], [-0.8, -0.1, -0.6], [-0.3, 1.6, 0.1], [-2.4, -1.4, 1.1], [-0.6, 1.0, -1.5], [0.4, -1.2, 1.1], [1.5, 0.4, -0.5], [3.5, -0.3, 0.3], [1.8, -0.3, -0.5], [-6.3, 3.2, -0.1], [4.1, -2.4, 0.1], [-0.2, -0.2, 0.4], [-1.1, -0.7, -0.3], [-0.4, -0.9, 0.4], [0.3, 0.4, -1.0], [0.0, 0.1, 0.6], [0.3, -0.1, -0.1], [1.1, -0.6, 0.2], [-0.2, -0.5, -0.5], [-0.3, 0.2, 0.3], [-0.3, 0.8, 1.7], [2.0, -0.3, -0.1], [-0.4, 0.0, -0.5], [0.2, -0.6, -0.6], [-0.9, 0.8, -0.5], [-0.4, 0.2, -0.1], [-0.1, -0.9, 0.9]]
}



No. 4
{
  "formula": "C7H9O2",
  "method": "ωB97M-V with the def2-TZVPD basis set",
  "relative_energy_kcal_mol": 27.4,
  "total_charge": -1,
  "total_energy_ha": -422.5714,
  "gap_ev": 7.71,
  "smiles": "C=C1[C@H](C(=O)[O-])C1(C)C",
  "symbols": ["C", "C", "C", "C", "O", "O", "C", "C", "C", "H", "H", "H", "H", "H", "H", "H", "H", "H"],
  "xyz": [[1.30427, -1.97767, 0.64088], [0.75659, -0.84418, 0.30823], [0.96907, 0.71212, 0.17372], [0.77984, 1.85777, 1.35417], [0.38578, 1.35155, 2.41559], [1.27399, 2.92951, 1.00896], [-0.28105, 0.00196, -0.31361], [-1.59631, 0.36886, 0.31927], [-0.58431, -0.30743, -1.77052], [0.64870, -2.89383, 0.40570], [2.18379, -2.24582, 1.13442], [1.78956, 0.98228, -0.61467], [-2.26079, -0.44728, 0.29357], [-2.11104, 1.11272, -0.18552], [-1.29864, 0.68763, 1.30429], [-1.17129, 0.55019, -2.26599], [-1.11763, -1.24725, -1.86107], [0.32946, -0.59113, -2.34741]],
  "forces_ev_per_a": [[-3.1, -2.6, -1.2], [0.4, 4.0, 0.8], [1.1, -0.6, -1.0], [2.0, -2.8, -1.0], [-0.6, 0.9, 0.4], [-0.6, 0.8, 0.3], [-0.4, -0.7, -1.8], [1.9, -0.8, 1.6], [0.9, 0.6, -1.4], [1.0, 1.0, 0.4], [1.5, 0.4, 0.6], [-1.7, -0.4, 1.4], [-0.8, -1.4, 0.4], [-0.5, 1.9, -1.2], [-0.8, 0.1, 0.7], [1.0, -1.3, 0.5], [-0.8, 0.0, 0.2], [-0.3, 0.9, 0.2]]
}



No. 5
{
  "formula": "C9H19IOSi",
  "method": "ωB97M-V with the def2-TZVPD basis set",
  "relative_energy_kcal_mol": 0.0,
  "spin_multiplicity": 3,
  "s2": 2.01,
  "total_energy_ha": -1016.5689,
  "gap_ev": [6.12, 6.74],
  "symbols": ["C", "C", "C", "C", "C", "C", "C", "C", "C", "O", "Si", "I", "H", "H", "H", "H", "H", "H", "H", "H", "H", "H", "H", "H", "H", "H", "H", "H", "H", "H", "H"],
  "xyz": [[-0.37851, 2.28606, -1.11842], [-0.88015, 3.00766, 0.07537], [-1.51888, -2.05104, -0.86979], [0.93530, -2.10287, -1.53518], [0.26741, -2.69205, 0.68540], [-0.92370, 0.17863, 1.73110], [2.01644, 0.37384, 0.48017], [-0.49396, 4.11718, 0.71209], [-0.07514, -1.80735, -0.44237], [-0.32656, 0.89393, -0.96102], [0.21069, -0.05584, 0.24559], [1.24921, 5.07458, 0.18077], [-1.10773, 2.59910, -2.01292], [0.51840, 2.69146, -1.44825], [-1.66552, 2.51321, 0.46753], [-1.56308, -3.14326, -1.21482], [-2.37903, -1.80023, -0.19646], [-1.63320, -1.33842, -1.68610], [1.10821, -3.15078, -1.81773], [1.90143, -1.66346, -1.24885], [0.69271, -1.40851, -2.42063], [1.21355, -2.47570, 1.33525], [-0.53568, -2.83901, 1.42200], [0.39251, -3.72554, 0.11728], [-1.94351, 0.55238, 1.54029], [-0.98724, -0.78204, 2.13128], [-0.36739, 0.74683, 2.47151], [2.68645, -0.23142, -0.00886], [2.11984, 1.40074, 0.16214], [2.21694, 0.50589, 1.57473], [-0.74979, 4.32604, 1.64891]],
  "forces_ev_per_a": [[-2.6, 0.9, -0.6], [-0.2, -5.9, -4.7], [-0.1, -0.5, -0.9], [0.2, 2.6, -1.7], [1.4, -3.5, 1.4], [0.7, 1.0, -0.6], [-1.9, 1.7, 2.9], [3.7, 6.3, -0.5], [0.2, 1.3, 1.0], [-0.7, 0.9, -1.6], [-0.7, -0.3, -0.4], [-0.1, -0.2, 0.1], [1.1, -1.1, 1.4], [2.1, 0.6, -0.6], [-2.6, -1.5, 1.5], [-0.4, 1.5, 0.3], [1.1, -0.5, 0.0], [-0.4, -0.5, -0.6], [-0.5, 0.2, 0.0], [0.0, -0.6, 0.1], [0.1, -1.5, 0.7], [-1.3, -0.3, -1.5], [0.1, 0.1, -0.3], [0.1, 1.4, 1.8], [0.6, 0.0, 0.0], [-0.4, -1.7, 0.9], [-0.3, 0.5, 0.2], [1.7, -1.4, -0.9], [0.1, 0.4, -0.6], [0.2, -0.7, -0.7], [-1.0, 0.7, 3.8]]
}



No. 6
{
  "formula": "C4H7NO",
  "method": "ωB97M-V with the def2-TZVPD basis set",
  "relative_energy_kcal_mol": 89.0,
  "total_energy_ha": -286.4898,
  "gap_ev": [8.26, 8.26],
  "symbols": ["C", "C", "C", "N", "C", "O", "H", "H", "H", "H", "H", "H", "H"],
  "xyz": [[0.48282, -1.56100, 0.07683], [1.12942, -0.27972, 0.44948], [0.51483, 0.94827, 0.29851], [-0.88452, 0.99354, 0.69494], [-1.65690, 1.04438, -0.34392], [-1.25136, 0.94560, -1.55284], [0.23114, -2.15714, 0.96023], [1.17674, -2.17808, -0.50419], [-0.43021, -1.40473, -0.49685], [2.11341, -0.34014, 0.92090], [1.09086, 1.81827, 0.63477], [0.20071, 0.96472, -1.02312], [-2.71693, 1.20602, -0.11474]],
  "forces_ev_per_a": [[-0.1, 0.0, 0.0], [-0.1, 0.0, -0.2], [0.2, -0.3, 0.7], [-0.3, 0.2, -0.2], [0.1, 0.1, 0.1], [1.1, 0.1, 0.4], [0.0, 0.1, 0.1], [0.0, 0.1, 0.1], [0.1, 0.1, 0.1], [0.1, 0.1, -0.6], [-0.1, -0.2, -0.3], [-1.0, -0.2, 0.1], [0.1, -0.1, -0.3]]
}